(1)
The following is a DFT calculation (wB97M-V/def2-TZVPD) of an isolated molecule of C4H8N2S.

Calculated values
Energy (Eh): -664.8561
M (g/mol): 116.2
F_max (eV/A): 4.365
HOMO energy (eV): -9.59
Structure (SMILES): CC[C@](N)(S)C#N
Orbital gap (Eh): 0.38049
Total charge: 0

XYZ file:
```
15
C4H8N2S (wB97M-V/def2-TZVPD)
S -0.84973 -1.42102 -1.55295
N -0.42765 -1.12045 1.23197
N -2.47266 1.39378 -0.04165
C 1.06522 -0.09234 -0.39265
C -1.57534 0.67145 -0.04697
C -0.39767 -0.43673 -0.02064
C 1.27636 1.36304 -0.00965
H 0.63784 1.99878 -0.59895
H 1.24933 -0.25584 -1.46791
H -2.16564 -1.32426 -1.17528
H -0.18796 -2.08515 1.20011
H 0.99124 1.42726 1.01962
H 2.38808 1.69457 -0.10805
H -1.25369 -1.07843 1.66867
H 1.72226 -0.73465 0.29432
```

(2)
The following is a DFT calculation (wB97M-V/def2-TZVPD) of an isolated molecule of C4H8N2S.

Calculated values
Energy (Eh): -664.8373
M (g/mol): 116.2
F_max (eV/A): 3.492
HOMO energy (eV): -7.58
Structure (SMILES): CS/C=C/C=N/N
Orbital gap (Eh): 0.30155
Total charge: 0

XYZ file:
```
15
C4H8N2S (wB97M-V/def2-TZVPD)
S 2.35368 0.90548 -0.50245
N -1.96996 -0.37272 -0.08203
N -3.32314 -0.57137 -0.08893
C 3.15550 -0.69373 -0.37838
C -0.22197 1.21306 0.36447
C 0.70779 0.46189 -0.21215
C -1.55336 0.76763 0.36025
H 2.85953 -1.28542 0.48872
H -2.32068 1.43157 0.78865
H -3.55722 -1.52469 -0.12744
H -3.77268 -0.05974 0.67267
H 2.89491 -1.35027 -1.26339
H 4.23390 -0.56829 -0.29000
H 0.50885 -0.56608 -0.47818
H 0.00486 2.21268 0.74819
```

(3)
The following is a DFT calculation (wB97M-V/def2-TZVPD) of a cluster of 2 separate species, C4H8N2S in total.

Calculated values
Energy (Eh): -664.7676
M (g/mol): 116.2
2S+1: 3
Expectation value of S²: 2.005
F_max (eV/A): 4.358
HOMO energy (alpha / beta) (eV): -5.02 / -8.83
Orbital gap (alpha / beta) (Eh): 0.20751 / 0.25221
Total charge: 0

XYZ file:
```
15
C4H8N2S (wB97M-V/def2-TZVPD)
S 1.57557 -1.23950 1.62252
N 0.98814 1.21936 0.77617
N -1.70981 0.93096 0.86482
C -2.91335 -0.88436 -0.46145
C 1.68657 0.06302 0.55631
C 2.53802 0.05067 -0.66317
C -2.30423 0.15938 0.27468
H 0.81601 1.72752 -0.12567
H -2.19895 -1.38995 -0.99332
H 2.63634 -1.02068 -1.04541
H 2.13593 0.77976 -1.35527
H 0.27568 1.34670 1.48810
H -3.88969 -0.52720 -0.87931
H -3.22967 -1.70343 0.25399
H 3.59344 0.48778 -0.31298
```

What did the third record say?
The following is a DFT calculation (wB97M-V/def2-TZVPD) of a cluster of 2 separate species, C4H8N2S in total.

Calculated values
Energy (Eh): -664.7676
M (g/mol): 116.2
2S+1: 3
Expectation value of S²: 2.005
F_max (eV/A): 4.358
HOMO energy (alpha / beta) (eV): -5.02 / -8.83
Orbital gap (alpha / beta) (Eh): 0.20751 / 0.25221
Total charge: 0

XYZ file:
```
15
C4H8N2S (wB97M-V/def2-TZVPD)
S 1.57557 -1.23950 1.62252
N 0.98814 1.21936 0.77617
N -1.70981 0.93096 0.86482
C -2.91335 -0.88436 -0.46145
C 1.68657 0.06302 0.55631
C 2.53802 0.05067 -0.66317
C -2.30423 0.15938 0.27468
H 0.81601 1.72752 -0.12567
H -2.19895 -1.38995 -0.99332
H 2.63634 -1.02068 -1.04541
H 2.13593 0.77976 -1.35527
H 0.27568 1.34670 1.48810
H -3.88969 -0.52720 -0.87931
H -3.22967 -1.70343 0.25399
H 3.59344 0.48778 -0.31298
```

- energy of number 1 (C4H8N2S)?
  -664.8561 Eh